(1)
ORCA calculation (ωB97M-V with the def2-TZVPD basis set) on a structure of composition C15H38NO18Y2 in a non-equilibrium geometry.

Structure (ORCA input):
```
! RIJCOSX wB97M-V def2-TZVPD def2/J DEFGRID3
* xyz 3 1
Y -2.9845 -2.4348 1.7593
Y 1.4950 -1.6579 4.2636
O 2.9890 2.3223 2.4623
C 2.8200 1.5830 3.5632
O 3.5451 1.7872 4.5269
O 2.1141 0.5243 3.4346
H 3.4107 3.1515 2.7251
O 0.8790 -1.1773 -0.2567
C 0.1753 -1.3082 0.8776
O -1.0955 -1.4212 0.7770
O 0.8096 -1.5109 1.9337
H 1.7333 -0.9171 0.1461
O -3.0593 -4.1711 -2.0278
C -3.0973 -3.5841 -0.8214
O -2.3534 -3.9767 0.0958
O -3.7065 -2.5168 -0.5868
H -3.7072 -3.7342 -2.5995
C -5.3097 0.1441 -0.8275
C -4.0576 0.4454 -0.0305
C -3.8725 1.9324 0.1660
O -3.3730 2.5056 -1.0030
C -3.6453 3.9059 -1.1914
N -4.0242 -0.2100 1.3123
H -5.3414 -0.9302 -1.0153
H -5.3373 0.5730 -1.8272
H -6.1965 0.4416 -0.2646
H -3.1837 0.1499 -0.6141
H -3.1928 2.1859 0.9987
H -4.7242 2.4977 0.5674
H -3.4624 4.5412 -0.3224
H -4.6915 4.0678 -1.4599
H -3.0779 4.3398 -2.0122
H -4.9116 0.1161 1.6997
H -3.3961 0.4115 1.8278
C 1.0572 2.3187 -0.0468
C -0.3873 2.6946 0.3574
O -0.3592 3.8279 1.1702
O 1.8844 3.4437 -0.3451
H 0.9990 1.6613 -0.9201
H 1.6816 1.8010 0.6809
H -0.8554 1.9088 0.9604
H -0.9616 2.9659 -0.5314
H 0.5314 4.1835 1.0384
H 1.6751 3.6672 -1.2599
C 4.1726 -0.6183 -1.5961
C 4.4568 0.3946 -0.5065
O 4.0000 -0.0928 0.7672
O 4.7887 -0.3741 -2.8431
H 3.0913 -0.6911 -1.7698
H 4.4212 -1.6168 -1.2179
H 4.1102 1.3802 -0.8332
H 5.5100 0.6815 -0.4434
H 3.5057 0.6439 1.1480
H 4.6777 -1.1320 -3.4227
C 3.4563 -3.4562 2.4287
C 4.5461 -2.7583 3.2095
O 3.9791 -1.6674 3.9962
O 2.3336 -3.8392 3.2605
H 3.9129 -4.3842 2.0801
H 3.0924 -2.8967 1.5664
H 5.3493 -2.4572 2.5380
H 4.9960 -3.4694 3.9042
H 4.6434 -0.9701 4.1025
H 1.8112 -4.4575 2.7338
C -1.6423 -0.4997 -2.9076
C -1.9068 -0.3841 -4.4098
O -1.0587 0.5408 -5.0699
O -0.5242 -1.3588 -2.7687
H -2.4286 -1.0364 -2.3671
H -1.5285 0.4675 -2.4114
H -2.9533 -0.1356 -4.6091
H -1.9274 -1.3249 -4.9687
H -0.1775 0.1531 -5.0678
H -0.1419 -1.1891 -1.9032
*
```

Values from the calculation:
Gap between HOMO and LUMO ... 0.128 Eh
Energy ... -56577.01852 eV

The computed Löwdin charges, all in e, follow:
1. Y 1.9957
2. Y 2.1017
3. O 0.1165
4. C -0.7654
5. O 0.0870
6. O -0.1603
7. H 0.1599
8. O 0.1568
9. C -0.6616
10. O -0.0958
11. O -0.1061
12. H 0.1172
13. O 0.2141
14. C -0.7469
15. O -0.0723
16. O -0.0628
17. H 0.1556
18. C -0.0171
19. C -0.3977
20. C -0.2436
21. O -0.1822
22. C -0.0551
23. N -0.0279
24. H 0.0636
25. H 0.1096
26. H 0.0992
27. H 0.1135
28. H 0.1138
29. H 0.1456
30. H 0.0979
31. H 0.0975
32. H 0.0996
33. H 0.1182
34. H 0.0790
35. C -0.2338
36. C -0.2408
37. O -0.0510
38. O -0.0421
39. H 0.1164
40. H 0.0765
41. H 0.0994
42. H 0.1129
43. H 0.0819
44. H 0.1136
45. C -0.2626
46. C -0.2114
47. O -0.0764
48. O -0.0230
49. H 0.1040
50. H 0.1172
51. H 0.1289
52. H 0.1335
53. H 0.0369
54. H 0.1012
55. C -0.1793
56. C -0.1345
57. O -0.1290
58. O -0.1333
59. H 0.1557
60. H 0.1207
61. H 0.1577
62. H 0.1442
63. H 0.1410
64. H 0.1293
65. C -0.2301
66. C -0.2389
67. O -0.0365
68. O -0.0636
69. H 0.0868
70. H 0.1176
71. H 0.1202
72. H 0.1268
73. H 0.0899
74. H 0.0269

(2)
ORCA calculation (ωB97M-V with the def2-TZVPD basis set) on the molecule C4H5NO2 in a non-equilibrium geometry.

Structure (ORCA input):
```
! RIJCOSX wB97M-V def2-TZVPD def2/J DEFGRID3
* xyz 0 1
C -1.6629 -0.5732 -0.1904
C -0.8269 -1.5764 0.1875
C 0.4975 0.0795 -0.1489
C 1.6679 0.9722 0.1421
N -0.8897 0.5791 -0.4397
O -1.1021 1.7017 -0.8729
O 0.3920 -1.1701 0.3435
H -2.7106 -0.6101 -0.1149
H -1.0559 -2.6727 0.4684
H 1.8652 0.7338 1.1712
H 2.5251 0.5576 -0.4159
H 1.3003 1.9787 -0.1301
*
```

Values from the calculation:
Gap between HOMO and LUMO ... 0.318 Eh
Energy ... -9810.24248 eV
ΔE to the lowest compared entry with this formula, charge and spin ... 392.9 kJ/mol

The computed Löwdin charges, all in e, follow:
1. C 0.0063
2. C -0.1531
3. C -0.1930
4. C 0.0128
5. N -0.2096
6. O -0.0577
7. O 0.0591
8. H 0.1089
9. H 0.1623
10. H 0.0772
11. H 0.0906
12. H 0.0962

(3)
ORCA calculation (ωB97M-V with the def2-TZVPD basis set) on the molecule C16H25N3O4 in a non-equilibrium geometry.

Structure (ORCA input):
```
! RIJCOSX wB97M-V def2-TZVPD def2/J DEFGRID3
* xyz 0 1
C -3.8932 -2.9484 -2.2386
C -3.6740 -1.7403 -1.3826
C -3.6620 -1.8230 -0.0038
C -3.4372 -0.6974 0.7822
C -3.2513 0.5718 0.2025
C -3.2510 0.6401 -1.1924
C -3.4504 -0.4903 -1.9570
H -3.4347 -0.4006 -3.0333
H -3.0634 1.5781 -1.6875
O -3.1501 1.6161 1.0440
C -2.8848 2.9204 0.5747
C -1.3782 3.1719 0.3952
O -0.8438 2.4320 -0.6824
C -0.0386 1.3252 -0.3275
C 1.3943 1.7474 0.0257
N 2.3213 0.6393 -0.0925
C 3.7011 1.0939 -0.0955
C 4.6340 -0.0851 -0.3436
N 4.4670 -1.0723 0.7048
C 5.3968 -2.1702 0.5643
H 5.2543 -2.8650 1.3907
H 6.4136 -1.7821 0.6062
H 5.2689 -2.7192 -0.3827
C 3.0903 -1.5264 0.7153
C 2.1554 -0.3477 0.9609
H 1.1247 -0.7047 0.9580
H 2.3771 0.0861 1.9517
H 2.9695 -2.2581 1.5176
H 2.8171 -2.0055 -0.2426
H 5.6699 0.2629 -0.3348
H 4.4140 -0.5125 -1.3386
H 3.8259 1.8288 -0.8943
H 3.9710 1.5665 0.8651
H 1.6913 2.5124 -0.6971
H 1.4216 2.2010 1.0334
H -0.4965 0.7650 0.4952
H -0.0062 0.6891 -1.2154
H -1.2322 4.2352 0.1757
H -0.8707 2.9279 1.3325
H -3.2592 3.5805 1.3614
H -3.4210 3.1307 -0.3551
N -3.3690 -0.8869 2.2039
O -2.6825 -0.1314 2.8575
O -3.9800 -1.8305 2.6661
H -3.8125 -2.7665 0.4998
H -4.6895 -2.7655 -2.9577
H -4.1592 -3.8093 -1.6321
H -2.9878 -3.1836 -2.7971
*
```

Values from the calculation:
Gap between HOMO and LUMO ... 0.316 Eh
Energy ... -29654.03552 eV
ΔE to the lowest compared entry with this formula, charge and spin ... 513.4 kJ/mol

The computed Löwdin charges, all in e, follow:
1. C -0.0486
2. C -0.2703
3. C 0.0418
4. C -0.0737
5. C -0.2027
6. C 0.0022
7. C -0.0186
8. H 0.1204
9. H 0.1112
10. O -0.0255
11. C -0.1366
12. C -0.1689
13. O -0.1478
14. C -0.1961
15. C -0.1756
16. N -0.1760
17. C -0.1865
18. C -0.1977
19. N -0.2340
20. C -0.1058
21. H 0.0826
22. H 0.0824
23. H 0.0870
24. C -0.1942
25. C -0.1750
26. H 0.1161
27. H 0.1311
28. H 0.1212
29. H 0.1273
30. H 0.1201
31. H 0.1264
32. H 0.1202
33. H 0.1283
34. H 0.1276
35. H 0.1272
36. H 0.1145
37. H 0.1356
38. H 0.1309
39. H 0.1299
40. H 0.1359
41. H 0.1249
42. N -0.3520
43. O 0.0985
44. O 0.0748
45. H 0.1257
46. H 0.0815
47. H 0.0768
48. H 0.0836

(4)
ORCA calculation (ωB97M-V with the def2-TZVPD basis set) on a structure of composition C3H13NO4 in a non-equilibrium geometry.

Structure (ORCA input):
```
! RIJCOSX wB97M-V def2-TZVPD def2/J DEFGRID3
* xyz 0 1
C -1.0917 0.5927 0.9357
N -0.8669 1.0227 -0.4023
C -0.7903 -0.0444 -1.4031
C 0.5583 -0.7811 -1.3635
O -2.1857 -0.1750 1.1183
H -0.1654 -0.0632 1.2570
H -1.1188 1.5129 1.5522
H -1.5659 -0.7760 -1.2055
H -0.9136 0.3955 -2.4079
H 0.6072 -1.5738 -2.1060
H 1.3858 -0.0940 -1.5552
H 0.7161 -1.2056 -0.3685
H 1.7284 1.0426 0.5889
H 2.1687 0.2179 1.9849
O 1.4741 0.2711 1.3242
H -0.0210 1.6095 -0.4398
H 2.3534 2.5724 -0.4566
O 1.7204 1.8519 -0.4828
H -1.2095 -2.9698 1.4404
H -1.7795 -1.2035 1.0918
O -1.0039 -2.2028 0.8977
*
```

Values from the calculation:
Gap between HOMO and LUMO ... 0.193 Eh
Energy ... -12995.16838 eV
ΔE to the lowest compared entry with this formula, charge and spin ... 771.6 kJ/mol

The computed Löwdin charges, all in e, follow:
1. C -0.2747
2. N 0.1615
3. C -0.1794
4. C -0.0752
5. O -0.0003
6. H 0.2038
7. H 0.1809
8. H 0.1095
9. H 0.1339
10. H 0.0873
11. H 0.0627
12. H 0.0492
13. H -0.0198
14. H 0.0618
15. O -0.1044
16. H 0.0863
17. H -0.0117
18. O -0.2873
19. H 0.0031
20. H -0.0031
21. O -0.1841

(5)
ORCA calculation (ωB97M-V with the def2-TZVPD basis set) on a cluster of 6 separate species, C24H65N5O7 in total in a non-equilibrium geometry.

Structure (ORCA input):
```
! RIJCOSX wB97M-V def2-TZVPD def2/J DEFGRID3
* xyz 0 1
C -6.1570 -7.6891 -4.4682
C -6.6083 -6.3826 -3.8348
C -7.7054 -5.6505 -4.6360
O -8.0922 -4.4635 -3.9643
C -9.3683 -4.0139 -4.3896
N -6.8302 -6.6181 -2.4969
H -5.2779 -7.9891 -3.8980
H -6.0132 -7.6811 -5.5487
H -6.9493 -8.4079 -4.2590
H -5.7050 -5.7733 -3.8067
H -8.5073 -6.3248 -4.9365
H -7.2217 -5.3950 -5.5788
H -10.0674 -4.8353 -4.2323
H -9.2767 -3.7570 -5.4449
H -9.4734 -3.1008 -3.8036
H -7.4481 -5.9363 -2.0805
H -7.2954 -7.4900 -2.2887
C -3.3860 -0.8888 8.7831
C -4.4046 -2.0271 8.7594
C -5.5548 -1.9296 7.7050
O -6.2668 -0.7349 7.9139
C -6.9879 -0.7477 9.0561
N -3.5594 -3.2111 8.4855
H -3.0017 -0.7434 7.7735
H -2.5722 -0.9728 9.5033
H -3.8367 0.1035 8.7982
H -4.8214 -2.1268 9.7616
H -6.2151 -2.7919 7.6120
H -5.0702 -1.8590 6.7312
H -7.6373 0.1268 9.0953
H -6.2387 -0.5593 9.8250
H -7.4903 -1.7093 9.1611
H -2.8124 -3.3182 9.1568
H -3.0957 -3.0636 7.6005
C 2.0015 2.3713 -6.3835
C 1.4318 1.5653 -7.4786
C 0.6075 0.3272 -6.9049
O -0.4819 0.6975 -6.1787
C -1.3740 -0.3264 -5.7094
N 0.5693 2.5652 -8.2466
H 2.6670 3.1424 -6.7714
H 2.5186 1.7134 -5.6849
H 1.3346 2.8754 -5.6840
H 2.0546 1.2000 -8.2951
H 1.3022 -0.3641 -6.4277
H 0.2062 -0.3315 -7.6751
H -2.4266 -0.0579 -5.6190
H -1.1240 -0.5618 -4.6749
H -1.3075 -1.1963 -6.3628
H 0.0184 2.1666 -8.9934
H -0.1472 2.9421 -7.6426
C 5.4676 5.6948 4.2634
C 6.0337 4.5389 5.0001
C 5.4040 3.2905 4.5806
O 4.0295 3.5037 4.9599
C 3.1552 2.4976 4.4657
N 7.4441 4.4147 4.8946
H 5.6289 5.6492 3.1864
H 5.9671 6.6088 4.5849
H 4.3977 5.7426 4.4665
H 5.8345 4.6713 6.0635
H 5.7897 2.4895 5.2114
H 5.5980 3.1428 3.5183
H 2.1125 2.7807 4.6095
H 3.4160 1.5007 4.8211
H 3.2735 2.4208 3.3849
H 7.6849 3.5380 5.3346
H 8.0662 5.1032 5.2933
C 6.2928 6.2753 -2.3884
O 7.6363 5.8075 -2.4881
C 7.7502 4.4953 -3.0598
C 7.1160 3.3806 -2.0990
N 7.3794 1.9598 -2.5157
C 6.8338 0.9783 -1.4890
C 5.4236 0.6533 -1.7584
O 5.0173 -0.3140 -0.7577
C 3.6779 -0.8082 -1.0259
H 5.8115 5.9144 -1.4795
H 5.6681 5.9854 -3.2333
H 6.2677 7.3570 -2.2560
H 8.8236 4.3142 -3.1148
H 7.4457 4.3545 -4.0969
H 6.0456 3.5851 -2.1206
H 7.4088 3.6611 -1.0872
H 8.3554 1.7009 -2.5412
H 7.0609 1.1057 -0.4305
H 7.2449 0.0139 -1.7873
H 5.2375 0.3698 -2.7943
H 4.9383 1.6243 -1.6593
H 3.6303 -1.8344 -0.6618
H 3.4930 -1.0726 -2.0671
H 2.9426 -0.1645 -0.5432
C -3.3274 -1.0544 1.1938
C -4.1547 -2.2744 0.7009
O -3.2185 -3.3097 0.3669
H -3.9738 -0.2427 1.5277
H -2.6648 -0.8221 0.3600
H -2.8550 -1.3858 2.1185
H -4.8796 -2.1146 -0.0972
H -4.8799 -2.5661 1.4606
H -3.7536 -3.9276 -0.1365
*
```

Values from the calculation:
Gap between HOMO and LUMO ... 0.345 Eh
Energy ... -47717.40539 eV
ΔE to the lowest compared entry with this formula, charge and spin ... 333.6 kJ/mol

These are the Löwdin partial charges, in e, on atoms 1 to 99:
1. C -0.0604
2. C -0.5063
3. C -0.2036
4. O -0.2001
5. C -0.0960
6. N 0.0331
7. H 0.0831
8. H 0.0799
9. H 0.0743
10. H 0.1326
11. H 0.1228
12. H 0.1210
13. H 0.0885
14. H 0.0852
15. H 0.0930
16. H 0.0776
17. H 0.0761
18. C -0.0778
19. C -0.4120
20. C -0.1783
21. O -0.1910
22. C -0.1480
23. N 0.0115
24. H 0.0762
25. H 0.0812
26. H 0.0690
27. H 0.1213
28. H 0.1242
29. H 0.1230
30. H 0.0968
31. H 0.0811
32. H 0.0994
33. H 0.0623
34. H 0.0612
35. C -0.0971
36. C -0.3659
37. C -0.2516
38. O -0.1874
39. C -0.0711
40. N 0.0178
41. H 0.0819
42. H 0.0758
43. H 0.0843
44. H 0.1327
45. H 0.1155
46. H 0.1079
47. H 0.0823
48. H 0.0836
49. H 0.0830
50. H 0.0547
51. H 0.0536
52. C -0.0551
53. C -0.5302
54. C -0.2036
55. O -0.1991
56. C -0.1030
57. N 0.0381
58. H 0.0850
59. H 0.0797
60. H 0.0820
61. H 0.1426
62. H 0.1299
63. H 0.1382
64. H 0.0880
65. H 0.0836
66. H 0.0779
67. H 0.0676
68. H 0.0788
69. C -0.1170
70. O -0.1897
71. C -0.1985
72. C -0.1861
73. N -0.0377
74. C -0.2215
75. C -0.2621
76. O -0.1818
77. C -0.0948
78. H 0.0768
79. H 0.0889
80. H 0.0840
81. H 0.1094
82. H 0.1139
83. H 0.0912
84. H 0.1135
85. H 0.0923
86. H 0.1250
87. H 0.1157
88. H 0.1248
89. H 0.1093
90. H 0.0785
91. H 0.0787
92. H 0.0870
93. C -0.0745
94. C -0.3265
95. O -0.0819
96. H 0.0677
97. H 0.0727
98. H 0.0701
99. H 0.1011

Highest occupied orbital energy, record by record: -15.70, -7.89, -8.68, -9.65, -8.98 eV
Lowest unoccupied orbital energy, record by record: -12.22, 0.77, -0.08, -4.40, 0.41 eV